# 1
Molecular formula: C30H84N2O22
Method: DFT, ωB97M-V/def2-TZVPD

```
138
C30H84N2O22 | the OMol25 dataset | ωB97M-V/def2-TZVPD
C -1.65 5.44 -1.85
C -2.79 4.94 -2.72
O -3.77 5.97 -2.67
O -1.13 6.67 -2.45
H -0.75 4.84 -1.84
H -2.08 5.50 -0.85
H -3.16 3.97 -2.41
H -2.46 4.79 -3.75
H -3.22 6.74 -2.87
H -0.19 6.59 -2.61
C 4.11 1.69 -4.09
C 2.84 1.79 -3.34
O 2.96 2.65 -2.17
O 4.58 2.89 -4.71
H 4.15 0.89 -4.82
H 4.90 1.27 -3.47
H 2.60 0.84 -2.87
H 1.97 2.05 -3.95
H 2.93 2.09 -1.39
H 4.12 3.72 -4.58
C 4.68 1.39 4.00
C 6.16 0.89 4.21
O 6.20 -0.40 4.79
O 4.00 1.15 5.30
H 4.29 1.08 3.03
H 4.70 2.47 4.09
H 6.68 1.58 4.86
H 6.87 0.93 3.38
H 6.86 -0.21 5.45
H 4.70 1.27 5.95
C -2.33 1.32 -5.03
C -2.35 -0.07 -5.72
O -2.74 -1.14 -4.90
O -1.32 1.50 -4.05
H -3.31 1.43 -4.56
H -2.32 2.11 -5.78
H -1.38 -0.41 -6.09
H -3.02 -0.06 -6.57
H -3.70 -1.13 -4.86
H -1.26 0.69 -3.54
C -4.29 -0.97 -1.59
C -5.63 -1.54 -1.06
O -6.71 -0.57 -0.89
O -3.67 -2.04 -2.30
H -3.59 -0.76 -0.78
H -4.31 -0.09 -2.22
H -5.26 -2.09 -0.20
H -5.89 -2.42 -1.65
H -7.37 -1.18 -0.56
H -3.01 -1.80 -2.96
C 1.03 0.82 0.13
C 0.14 1.69 -0.82
O -1.02 0.91 -1.10
O 2.25 1.49 0.33
H 1.27 -0.14 -0.32
H 0.50 0.55 1.05
H 0.65 2.01 -1.72
H -0.34 2.58 -0.40
H -1.73 1.16 -0.51
H 2.75 0.84 0.83
C 0.81 1.24 4.53
C 0.33 2.71 4.47
O -1.03 2.69 5.01
O 1.04 0.54 5.77
H 1.84 1.18 4.18
H 0.24 0.53 3.93
H 0.36 3.06 3.44
H 0.93 3.40 5.07
H -1.00 2.31 5.89
H 1.98 0.38 5.93
C 2.96 5.27 -0.51
C 2.34 6.37 0.36
O 2.58 7.62 -0.14
O 2.15 5.03 -1.69
H 3.19 4.45 0.17
H 3.95 5.47 -0.91
H 2.75 6.42 1.37
H 1.28 6.09 0.34
H 1.82 7.88 -0.66
H 2.45 4.25 -2.15
C -4.18 2.59 2.52
C -4.39 1.68 1.36
O -3.15 1.06 0.86
O -3.75 1.79 3.66
H -5.11 3.11 2.72
H -3.36 3.19 2.11
H -4.73 2.32 0.55
H -5.18 0.95 1.57
H -2.85 0.43 1.52
H -2.81 1.89 3.81
C -0.14 -6.24 4.91
O 0.20 -5.04 4.21
C 0.42 -5.31 2.80
C 0.81 -4.00 2.13
N 2.03 -3.52 2.78
C 2.66 -2.29 2.14
C 3.19 -2.45 0.74
O 3.65 -1.18 0.33
C 4.18 -1.11 -1.03
H 0.70 -6.88 5.18
H -1.03 -6.71 4.49
H -0.35 -5.89 5.92
H -0.48 -5.70 2.33
H 1.21 -6.04 2.61
H -0.03 -3.33 2.24
H 0.92 -4.10 1.05
H 1.95 -3.44 3.78
H 3.34 -1.87 2.89
H 1.88 -1.55 2.01
H 2.34 -2.61 0.08
H 3.92 -3.26 0.73
H 4.77 -0.19 -1.04
H 3.41 -1.00 -1.79
H 4.79 -2.00 -1.20
C -5.31 -5.08 0.32
O -3.95 -5.00 -0.23
C -2.86 -5.54 0.47
C -1.65 -5.49 -0.40
N -1.15 -4.16 -0.58
C -0.34 -4.17 -1.82
C 0.32 -2.81 -2.10
O 1.14 -3.05 -3.21
C 1.06 -2.04 -4.15
H -5.73 -6.07 0.16
H -5.88 -4.38 -0.29
H -5.35 -4.73 1.35
H -2.83 -6.52 0.95
H -2.83 -4.91 1.36
H -1.79 -6.09 -1.30
H -0.84 -5.93 0.17
H -1.92 -3.51 -0.68
H -0.93 -4.33 -2.72
H 0.40 -4.97 -1.78
H 0.94 -2.53 -1.25
H -0.36 -1.96 -2.13
H 1.36 -1.06 -3.79
H 0.00 -1.89 -4.35
H 1.55 -2.15 -5.12
```

As for the molecular weight: 825.0 g mol⁻¹. The net charge is +1. The LUMO energy (alpha / beta) is -2.478 / -7.577 eV. The expectation value of S² is 0.754. For the largest force on an atom, the calculation gives 0.0863 hartree/bohr. The spin multiplicity is 2. As for the energy relative to the best compared isomer or geometry (same formula, charge and spin): 65.8 kcal/mol.


# 2
Molecular formula: C34H32LuN9OS2
Method: DFT, ωB97M-V/def2-TZVPD

```
79
C34H32LuN9OS2 | the OMol25 dataset | ωB97M-V/def2-TZVPD
Lu -19.31 -1.16 -4.53
C -16.30 -3.74 -0.85
C -17.76 -3.58 -1.03
N -18.60 -4.02 -0.16
N -19.82 -3.78 -0.72
C -19.75 -3.21 -1.94
S -21.04 -2.71 -2.93
N -18.40 -3.08 -2.13
N -17.81 -2.51 -3.27
H -16.06 -4.76 -0.53
H -15.95 -3.09 -0.02
H -15.76 -3.52 -1.79
H -20.67 -3.98 -0.19
H -17.67 -3.26 -3.96
H -16.88 -2.10 -3.02
O -19.24 0.14 -2.64
C -18.30 0.98 -1.88
C -18.06 2.31 -2.63
C -17.80 2.18 -4.18
C -16.75 1.17 -4.51
C -15.39 1.53 -4.31
C -14.39 0.60 -4.54
C -14.75 -0.69 -5.05
C -16.10 -0.92 -5.33
N -17.09 -0.08 -4.92
H -20.10 0.16 -2.20
H -17.38 0.41 -1.67
H -18.79 1.16 -0.92
H -17.20 2.79 -2.14
H -18.89 2.98 -2.49
H -17.47 3.18 -4.52
H -18.74 1.88 -4.68
H -15.22 2.47 -3.83
H -13.35 0.85 -4.45
H -14.00 -1.45 -5.26
H -16.39 -1.79 -5.93
S -18.99 -1.56 -9.56
C -19.40 0.12 -9.22
C -19.47 1.14 -10.18
C -19.88 2.41 -9.80
C -20.30 2.65 -8.48
C -20.21 1.67 -7.48
C -19.78 0.36 -7.87
N -19.58 -0.76 -7.06
C -19.17 -1.80 -7.83
C -18.79 -3.05 -7.16
C -17.79 -3.90 -7.63
C -17.39 -5.03 -6.92
C -18.06 -5.33 -5.73
C -19.13 -4.50 -5.29
C -19.33 -3.26 -5.88
H -19.18 0.89 -11.20
H -19.87 3.17 -10.55
H -20.68 3.65 -8.26
H -20.53 1.85 -6.47
H -17.41 -3.67 -8.63
H -16.60 -5.68 -7.26
H -17.77 -6.21 -5.14
H -19.77 -4.86 -4.48
N -26.64 6.67 -3.12
C -26.07 5.72 -3.44
C -25.33 4.57 -3.84
C -23.96 4.42 -3.50
C -23.24 3.33 -3.87
C -23.82 2.28 -4.60
C -25.17 2.42 -4.88
C -25.91 3.53 -4.51
N -23.07 1.07 -4.90
C -23.28 0.11 -5.92
C -22.23 -0.74 -5.91
N -21.37 -0.39 -4.83
C -21.92 0.71 -4.30
H -23.46 5.19 -2.93
H -22.16 3.29 -3.55
H -25.72 1.59 -5.38
H -26.98 3.53 -4.76
H -24.19 0.07 -6.50
H -22.03 -1.62 -6.51
H -21.52 1.32 -3.50
```

As for the molecular weight: 821.8 g mol⁻¹. The net charge is +2. The LUMO energy is -5.386 eV. For the largest force on an atom, the calculation gives 0.0567 hartree/bohr. As for the energy relative to the best compared isomer or geometry (same formula, charge and spin): 0.0 kcal/mol.


# 3
Molecular formula: C24H30N3SeSi2Ti
Method: DFT, ωB97M-V/def2-TZVPD

```
61
C24H30N3SeSi2Ti | the OMol25 dataset | ωB97M-V/def2-TZVPD
Ti -0.20 -0.51 -0.77
C -4.22 -0.25 0.89
C -3.16 -0.20 0.03
N -1.96 -0.83 0.29
C -1.88 -1.56 1.46
C -2.93 -1.63 2.40
C -4.15 -0.96 2.09
C -2.71 -2.34 3.59
C -1.47 -2.91 3.85
C -0.44 -2.85 2.91
C -0.65 -2.21 1.68
N 0.27 -2.00 0.65
C 1.45 -2.65 0.52
C 1.94 -3.78 1.18
C 3.23 -4.27 0.93
C 4.09 -3.68 0.04
C 3.63 -2.57 -0.71
C 4.40 -1.91 -1.69
C 3.85 -0.89 -2.42
C 2.52 -0.51 -2.16
N 1.79 -1.08 -1.23
C 2.32 -2.09 -0.49
H -5.13 0.27 0.62
H -3.20 0.34 -0.90
H -4.98 -0.99 2.79
H -3.50 -2.40 4.33
H -1.29 -3.41 4.79
H 0.52 -3.25 3.18
H 1.31 -4.32 1.86
H 3.56 -5.15 1.47
H 5.09 -4.05 -0.12
H 5.41 -2.24 -1.88
H 4.41 -0.37 -3.18
H 2.04 0.28 -2.73
C -2.87 2.93 -1.75
Si -1.46 2.59 -2.94
C -2.03 3.08 -4.67
C 0.01 3.68 -2.53
Se -0.95 0.41 -3.02
H -3.12 3.99 -1.76
H -2.64 2.63 -0.73
H -3.75 2.37 -2.08
H -2.32 4.13 -4.71
H -2.89 2.47 -4.97
H -1.23 2.91 -5.39
H -0.28 4.73 -2.61
H 0.83 3.49 -3.23
H 0.40 3.51 -1.52
C 2.30 2.15 0.34
Si 0.65 1.31 0.85
C 1.06 0.59 2.57
C -0.57 2.72 1.27
H 2.59 2.94 1.05
H 2.27 2.59 -0.66
H 3.08 1.39 0.34
H 1.44 1.37 3.24
H 1.82 -0.19 2.49
H 0.18 0.14 3.03
H -0.18 3.38 2.06
H -1.50 2.28 1.64
H -0.83 3.35 0.41
```

As for the molecular weight: 543.5 g mol⁻¹. The net charge is -1. The LUMO energy (alpha / beta) is 2.533 / 2.425 eV. The expectation value of S² is 2.046. For the largest force on an atom, the calculation gives 0.0231 hartree/bohr. The spin multiplicity is 3.


# 4
Molecular formula: C29H41InN4O4S6Si3
Method: DFT, ωB97M-V/def2-TZVPD

```
88
C29H41InN4O4S6Si3 | the OMol25 dataset | ωB97M-V/def2-TZVPD
In -0.32 -1.25 0.02
C 3.37 -0.39 2.34
O 2.03 -0.22 1.98
Si 0.78 0.15 3.00
C 1.47 1.60 4.04
C 0.51 -1.22 4.28
C -0.65 0.52 1.87
Si -2.30 0.44 2.78
C -2.14 1.51 4.37
C -3.76 1.22 1.85
C -2.96 -1.22 3.43
Si -0.41 2.19 1.06
C -1.75 2.70 -0.19
C 1.32 2.37 0.32
C -0.50 3.68 2.27
H 3.78 0.53 2.79
H 3.95 -0.63 1.44
H 3.50 -1.21 3.06
H 2.21 1.25 4.77
H 0.67 2.11 4.60
H 1.94 2.34 3.40
H 1.40 -1.39 4.90
H 0.26 -2.15 3.77
H -0.32 -0.98 4.95
H -2.12 2.58 4.13
H -1.21 1.29 4.90
H -2.97 1.33 5.05
H -3.80 2.31 1.98
H -4.70 0.80 2.21
H -3.70 1.01 0.78
H -3.21 -1.16 4.50
H -2.22 -2.01 3.31
H -3.85 -1.51 2.89
H -2.14 1.83 -0.72
H -1.33 3.40 -0.93
H -2.58 3.20 0.31
H 1.56 1.49 -0.28
H 2.07 2.43 1.12
H 1.41 3.27 -0.29
H -1.51 3.82 2.65
H -0.21 4.60 1.74
H 0.17 3.56 3.13
S 4.01 -1.91 -3.32
C 3.89 -0.25 -3.78
C 4.54 0.40 -4.83
C 4.30 1.75 -5.01
C 3.44 2.43 -4.15
C 2.81 1.78 -3.10
C 3.03 0.42 -2.89
N 2.51 -0.36 -1.89
C 2.88 -1.58 -1.96
C 2.59 -2.66 -1.02
C 3.39 -3.81 -1.09
C 3.29 -4.83 -0.17
C 2.41 -4.68 0.89
C 1.60 -3.56 0.96
C 1.61 -2.55 -0.01
H 5.22 -0.15 -5.47
H 4.79 2.28 -5.82
H 3.26 3.49 -4.30
H 2.15 2.31 -2.43
H 4.12 -3.90 -1.89
H 3.90 -5.72 -0.27
H 2.34 -5.45 1.65
H 0.92 -3.47 1.80
S -5.41 -4.89 -4.04
C -4.27 -3.92 -3.32
S -4.63 -2.72 -2.14
C -3.02 -2.07 -1.91
C -2.04 -2.68 -2.62
S -0.37 -2.32 -2.58
S -2.58 -4.01 -3.64
S -2.83 -0.78 -0.78
C -1.61 3.25 -4.17
N -1.96 1.93 -3.69
C -3.38 1.65 -3.49
C -1.09 1.35 -2.86
N -0.31 0.85 -2.18
H -2.07 3.40 -5.16
H -0.53 3.32 -4.26
H -1.97 4.04 -3.50
H -3.88 1.65 -4.46
H -3.85 2.40 -2.85
H -3.49 0.68 -3.02
O -1.67 -4.85 1.94
N -1.38 -3.83 1.30
O -1.43 -3.80 0.06
O -0.93 -2.81 1.91
```

As for the molecular weight: 901.1 g mol⁻¹. The net charge is -2. The LUMO energy is 3.856 eV. For the largest force on an atom, the calculation gives 0.0182 hartree/bohr. As for the energy relative to the best compared isomer or geometry (same formula, charge and spin): 46.7 kcal/mol.